Formula: C16H13F3N6O2
Source: the OMol25 dataset
Level of theory: the ωB97M-V functional and the def2-TZVPD basis

XYZ file:
```
40
Properties=species:S:1:pos:R:3:forces:R:3
O 0.363436 3.629727 0.848469 -0.013 0.130 0.682
F -3.094328 -0.758653 -0.645212 -0.339 -1.651 0.324
F -2.400743 -2.699734 -1.378499 -0.606 0.479 1.288
F -4.395618 -2.570042 -0.459199 0.912 0.727 -0.544
N 2.966987 5.365640 -2.487762 0.123 -0.839 0.583
N 2.171707 6.260325 -2.043193 -1.150 1.234 0.794
N 1.054006 -0.145492 -0.787038 -0.063 0.985 0.564
O -2.700391 -2.327050 0.936598 -0.055 0.214 -2.253
C 1.088373 3.361380 -0.082938 -1.408 -0.507 -0.271
C 2.708114 4.231199 -1.789758 -0.089 -0.889 -0.561
C 1.660572 4.418721 -0.928869 1.596 -0.118 -0.754
C 0.715079 -1.354284 -0.388659 0.058 1.011 0.159
C 0.749319 0.870446 0.020634 0.154 -0.242 -0.375
C 0.015849 0.715909 1.198180 0.186 0.270 -0.472
C -1.163243 -5.645454 1.293318 1.300 0.226 -0.514
C 0.191538 -5.316116 1.300967 -0.811 0.522 0.577
C -2.110688 -4.669643 1.154770 -1.935 0.525 0.271
C -0.372832 -0.548555 1.575711 1.477 -0.351 -0.913
C 0.576872 -3.968423 1.278521 -0.373 -1.795 -0.538
C -1.753419 -3.332814 1.081666 1.516 -0.497 -0.100
C 0.082191 -1.625899 0.810169 -1.667 0.441 1.158
C -0.379562 -2.991433 1.090159 -0.571 0.243 0.311
N 1.009258 -2.312986 -1.272398 0.014 -2.157 -0.904
N 1.273207 2.052955 -0.521407 0.385 1.021 -0.184
N 1.376368 5.738755 -1.075915 -0.148 -0.323 0.133
C -3.127098 -2.097356 -0.400246 -0.095 0.215 1.086
C 0.342311 6.488311 -0.365996 -1.618 -0.207 -1.597
H 3.175447 3.271073 -1.957286 0.389 0.363 -0.221
H -0.260469 1.546675 1.775153 -0.194 1.014 0.536
H -1.439675 -6.671930 1.274884 -0.293 -0.638 0.165
H 0.872077 -6.135662 1.375394 0.673 -0.117 0.032
H -3.179544 -4.961123 1.120000 0.722 0.384 -0.010
H -0.911692 -0.695401 2.488346 -0.355 -0.143 0.239
H 1.623438 -3.729221 1.244622 0.252 0.274 0.122
H 0.874219 -2.023561 -2.230974 0.232 -0.184 0.054
H 0.589618 -3.200875 -1.012883 0.173 0.085 -0.628
H 1.748630 1.862408 -1.411332 -0.359 0.272 0.714
H -0.617995 5.916179 -0.432545 0.849 0.327 0.000
H 0.535300 6.599173 0.672058 0.582 0.177 0.776
H 0.143383 7.452829 -0.867510 0.550 -0.484 0.270
```
Positions in Å, forces in eV/Å.

Calculated values
* energy relative to the best compared isomer or geometry (same formula, charge and spin): 0.0 kJ/mol
* charge: 0
* electronic energy: -37991.0724 eV
* SMILES: Cn1nncc1C(=O)Nc1ccc(-c2ccccc2OC(F)(F)F)c(N)n1

Results of the Löwdin charge analysis, in e, for atoms 1 through 5:
1. O 0.0877
2. F 0.1553
3. F 0.1592
4. F 0.1523
5. N 0.0148



Formula: C3H5MgO3Tl
Source: the OMol25 dataset
Level of theory: the ωB97M-V functional and the def2-TZVPD basis

XYZ file:
```
13
Properties=species:S:1:pos:R:3:forces:R:3
O 1.670063 -0.848093 -0.765486 -0.077 -0.867 0.023
C 0.508587 -0.450754 -0.335031 0.873 2.129 -0.943
C 2.736833 -0.229794 -0.013801 0.428 -0.049 0.244
O -0.546438 -0.732327 -0.872909 -0.676 -0.662 0.231
O 0.614999 0.554712 0.526351 0.160 -0.996 -0.005
C 2.009621 0.821544 0.829631 0.048 0.229 0.095
Mg -2.412793 -0.607546 -1.567065 0.200 -0.088 0.137
H 3.449815 0.198621 -0.722695 -0.204 -0.165 0.113
H 3.215164 -1.008730 0.588017 -0.080 0.207 -0.172
H 2.201169 1.855892 0.528127 0.015 -0.261 0.060
H 2.156459 0.704363 1.906567 -0.030 -0.011 -0.226
Tl -1.129731 1.726295 1.983036 -0.841 -0.090 0.993
H -1.376753 -0.054696 2.932033 0.183 0.625 -0.552
```
Positions in Å, forces in eV/Å.

Calculated values
* spin multiplicity: 2
* energy relative to the best compared isomer or geometry (same formula, charge and spin): 230.1 kJ/mol
* charge: +1
* expectation value of S²: 0.750
* electronic energy: -19464.0820 eV

Results of the Löwdin charge analysis, in e, for atoms 1 through 5:
1. O 0.1334
2. C -0.5597
3. C -0.0344
4. O -0.1139
5. O -0.2218



Formula: C4H6FNO
Source: the OMol25 dataset
Level of theory: the ωB97M-V functional and the def2-TZVPD basis

XYZ file:
```
13
Properties=species:S:1:pos:R:3:forces:R:3
C -1.098793 -0.948895 0.271777 0.596 0.268 1.190
C -0.531787 0.051989 -0.737592 -1.695 -1.256 2.135
C -0.101894 1.303924 -0.036273 -0.816 3.619 2.498
C 1.726288 -0.413860 0.045513 3.698 0.181 1.604
H -1.147195 -0.258394 1.483020 0.073 -2.832 -3.787
H -0.261793 -2.008160 0.332101 -3.432 2.845 -0.167
H -0.696061 0.043926 -1.778067 -1.536 -0.165 -0.959
H -0.123773 1.671256 1.191084 -0.354 -1.907 -3.433
H -0.305005 2.223284 -0.619562 1.087 -0.490 0.058
H 1.983919 0.605772 0.898805 1.331 -3.677 -1.063
N 0.770910 0.325795 -0.483328 1.994 -0.139 -1.509
O 2.216486 -1.537425 -0.309325 -2.430 4.674 1.915
F -2.431297 -1.059211 -0.258152 1.485 -1.121 1.519
```
Positions in Å, forces in eV/Å.

Calculated values
* energy relative to the best compared isomer or geometry (same formula, charge and spin): 591.1 kJ/mol
* charge: 0
* electronic energy: -10494.0276 eV

Results of the Löwdin charge analysis, in e, for atoms 1 through 5:
1. C -0.1163
2. C -0.2680
3. C -0.1150
4. C -0.3121
5. H 0.2007